This record from the Open Molecules 2025 dataset describes a molecular structure, C36H34BBiCl2N8O5SSe at a distorted geometry. The level of theory is ωB97M-V with the def2-TZVPD basis set.

Its total energy is -167786.6445 eV. For the HOMO-LUMO gap, the calculation gives 6.032 eV. The charge is -2. The energy above the lowest of the compared OMol25 structures with the same formula, charge and spin is 8.2 kcal per mole.

Last column: Mulliken charge in e.
Geometry (Å):
Bi -0.76711 -0.12332 -0.31378  2.579
C -0.39580 -4.19575 -2.07836  -1.744
C -0.09699 -2.84454 -1.93007  -0.718
N -0.87024 -2.32547 -0.99212  0.540
N -1.67445 -3.28151 -0.52791  -0.060
C -1.40614 -4.42518 -1.16860  -0.196
B -2.85157 -3.01560 0.41873  -0.186
N -3.73308 -1.97245 -0.26488  -0.086
C -5.05934 -1.96144 -0.47578  -0.213
C -5.36925 -0.83066 -1.19830  -1.177
C -4.14205 -0.18922 -1.37948  -0.365
N -3.18352 -0.89414 -0.81342  0.276
N -2.29555 -2.43745 1.71906  -0.236
C -2.63695 -2.71668 2.98533  -0.231
C -1.90194 -1.90221 3.82159  -1.487
C -1.12786 -1.13226 2.95244  -0.634
N -1.38220 -1.47428 1.70207  0.973
H 0.05216 -4.88308 -2.76660  0.491
H 0.58452 -2.24945 -2.49678  0.792
H -1.95005 -5.32305 -0.94931  0.435
H -3.45368 -4.01990 0.62873  -0.179
H -5.69163 -2.74343 -0.10078  0.420
H -6.32898 -0.50990 -1.54829  0.399
H -3.93198 0.72893 -1.88857  0.299
H -3.37521 -3.46177 3.21264  0.415
H -1.93097 -1.85725 4.89289  0.425
H -0.42883 -0.35318 3.17930  0.753
O -2.84321 3.16200 -1.34884  -0.545
C -1.79167 4.02513 -1.00443  0.152
C -1.00603 4.45901 -2.24564  -0.935
C -0.23604 3.29359 -2.87959  -0.136
C 1.01889 2.99494 -2.12506  0.505
C 2.25179 3.42741 -2.61887  -0.704
C 3.39747 3.16230 -1.89760  -0.575
C 3.27943 2.49965 -0.68350  -1.162
C 2.01494 2.11157 -0.27208  -0.433
N 0.91616 2.35136 -0.96915  0.684
H -2.44631 2.36329 -1.71874  0.064
H -1.11719 3.55539 -0.27725  -0.178
H -2.26184 4.89844 -0.53665  0.416
H -0.30525 5.25525 -1.97634  0.375
H -1.71897 4.86072 -2.97170  0.280
H 0.01595 3.52301 -3.91409  0.662
H -0.85051 2.39609 -2.90244  -0.308
H 2.29352 3.92448 -3.57798  0.466
H 4.36926 3.45283 -2.28179  0.359
H 4.14618 2.27188 -0.07773  0.464
H 1.87008 1.56764 0.65366  0.347
Cl -0.20084 2.19572 2.26065  -0.009
C -1.49365 2.74249 3.29641  -0.018
C -1.19057 3.64123 4.29207  -0.601
C -2.18613 4.12108 5.13075  -0.360
C -3.48870 3.67601 4.94976  -0.715
C -3.77010 2.76946 3.95433  0.158
Cl -5.40418 2.23324 3.76478  -0.255
C -2.80053 2.24844 3.06384  -0.106
S -3.18234 1.14476 1.83713  -0.099
H -0.16714 3.96956 4.41236  0.391
H -1.94643 4.83294 5.90903  0.321
H -4.28673 4.03274 5.58541  0.374
N 1.09103 -0.77754 0.52812  -0.284
C 2.17044 -1.34899 0.26010  -0.381
C 2.68785 -1.75926 -1.07139  0.085
C 3.15998 -3.05711 -1.25906  0.142
C 3.67147 -3.44084 -2.48441  -0.957
C 3.73947 -2.53170 -3.52749  -0.537
C 3.26480 -1.24393 -3.35035  -0.399
C 2.73778 -0.86085 -2.13092  0.745
C 3.09447 -1.64811 1.39547  0.450
C 2.55525 -1.82246 2.66752  -0.530
C 3.37786 -2.06229 3.75049  -0.706
C 4.75167 -2.12413 3.57764  -0.379
C 5.29664 -1.93775 2.31866  -0.844
C 4.47500 -1.70610 1.23000  -0.273
H 3.10817 -3.77095 -0.44639  0.537
H 4.02014 -4.45632 -2.62697  0.362
H 4.14842 -2.83771 -4.48124  0.363
H 3.27283 -0.53228 -4.16023  0.430
H 2.35991 0.13957 -2.00370  -0.218
H 1.48243 -1.75690 2.77048  0.458
H 2.95203 -2.20575 4.73496  0.413
H 5.39735 -2.30961 4.42617  0.369
H 6.37050 -1.97858 2.18379  0.388
H 4.90711 -1.55914 0.24985  0.464
O -1.17914 0.77626 -4.79693  -0.822
Se 0.09006 0.15855 -4.04581  1.098
O 0.42528 -1.31597 -4.56855  -0.680
O -0.32334 0.08033 -2.38719  -0.896
O 1.36394 1.12013 -4.20304  -0.565

Atoms 1-3, force components in eV/Å:
Bi -0.6 0.8 0.3
C -0.1 -0.1 0.1
C -0.1 -0.3 -0.1

This record from the Open Molecules 2025 dataset describes a molecular structure, C17H21BMoN6O3S at a distorted geometry. The level of theory is ωB97M-V with the def2-TZVPD basis set.

Its total energy is -46401.1094 eV. For the HOMO-LUMO gap (spin up / spin down), the calculation gives 3.461 / 4.972 eV. The charge is +2. The multiplicity is 3.

Last column: Löwdin spin population.
Geometry (Å):
H -0.21691 3.07692 -0.09981  0.000
N 0.09739 1.74242 -1.70751  0.041
B 0.51979 0.69342 -4.04961  0.002
N 0.43379 1.88022 -3.01921  0.008
C 0.58409 3.20042 -3.29071  0.062
Mo -0.18951 -0.06118 -0.91331  2.053
H 0.84979 3.51832 -4.29771  0.003
C 0.33969 3.93382 -2.12891  0.026
H 0.37899 5.01462 -2.00451  0.001
C 0.03509 2.97132 -1.15341  0.028
H 1.00209 1.15132 -5.06381  0.000
C -2.35861 -2.89878 0.65969  0.006
H -2.63121 -3.26018 1.65989  0.001
H -1.32111 -3.41238 0.47019  0.000
H -2.98721 -3.33278 -0.13151  0.000
N -0.87101 0.11232 -4.35711  -0.001
N 1.46439 -0.39048 -3.47291  0.001
N -1.68781 -0.39738 -3.39611  -0.020
N 1.34469 -0.84728 -2.20251  -0.056
C -1.48781 0.10122 -5.57681  -0.002
C 2.47809 -1.04038 -4.09951  -0.038
H -0.97361 0.46912 -6.46501  0.000
H 2.72589 -0.80328 -5.13331  -0.001
C -2.75961 -0.43458 -5.40661  -0.003
C 3.03629 -1.95258 -3.20431  -0.021
C -2.82521 -0.72678 -4.02241  -0.001
C 2.29009 -1.78818 -2.02181  0.003
H -3.51931 -0.59948 -6.17061  0.000
H 3.87069 -2.62998 -3.37921  -0.001
H -3.64751 -1.16878 -3.45501  0.000
H 2.39229 -2.28278 -1.05551  0.001
H -2.43101 -1.79588 0.61689  0.003
C -0.26311 0.93632 7.71869  0.000
C 0.02559 0.51862 6.30579  -0.001
C 0.21909 -0.83718 5.99839  0.000
C 0.49659 -1.23338 4.68249  0.001
C 0.58119 -0.27528 3.66619  0.001
C 0.38529 1.07862 3.97239  0.000
C 0.10879 1.47532 5.28259  0.000
S 0.95819 -0.73598 1.97089  0.022
O 2.42649 -1.15018 1.79579  -0.050
O 0.20039 -1.95528 1.46039  -0.007
O 0.71239 0.52652 0.83959  -0.057
H -1.19731 0.45042 8.07049  0.000
H 0.57699 0.63102 8.37729  0.000
H -0.38871 2.03762 7.80179  0.000
H 0.15839 -1.58618 6.77859  0.000
H 0.64889 -2.28108 4.45789  0.000
H 0.45109 1.83042 3.19629  0.000
H -0.03611 2.52722 5.49679  0.000

Atoms 1-3, force components in eV/Å:
H 0.1 0.1 -0.3
N -0.1 -0.1 -0.4
B -0.3 0.3 -0.8